*A*
ORCA calculation (the ωB97M-V functional and the def2-TZVPD basis) on C33H32Cl3CsGeNO12 as an isolated structure.

Computed properties:
2S+1 ... 2
Lowest unoccupied orbital energy (alpha / beta) ... 0.139 / 0.138 Eh
Expectation value of S² ... 0.753
Charge ... -2
Kohn-Sham gap (alpha / beta) ... 6.24 / 6.69 eV

Geometry as XYZ:
```
83
C33H32Cl3CsGeNO12, DFT the ωB97M-V functional and the def2-TZVPD basis
Cs 0.32 1.58 0.31
O -2.28 2.25 -3.58
C -1.20 2.29 -2.77
O -0.47 1.36 -2.61
C -1.11 3.67 -2.15
O -0.07 3.77 -1.23
C -0.32 4.79 -0.25
C 0.75 4.89 0.87
O 0.79 6.01 1.40
O 1.42 3.86 1.17
H -2.38 1.33 -3.87
H -2.08 3.86 -1.69
H -0.99 4.38 -2.99
H -1.29 4.60 0.24
H -0.37 5.78 -0.72
Cl 6.92 -2.84 -0.06
C 5.26 -2.21 0.02
C 4.28 -2.93 0.71
C 3.01 -2.45 0.77
Cl 1.79 -3.39 1.62
C 2.57 -1.21 0.14
O 1.38 -0.83 0.22
C 3.63 -0.53 -0.56
C 3.40 0.71 -1.32
O 2.38 1.33 -1.50
C 4.94 -1.04 -0.60
H 4.52 -3.86 1.20
H 4.34 1.07 -1.80
H 5.69 -0.49 -1.14
C 2.17 -4.20 -3.00
C 2.17 -2.83 -3.22
C 1.14 -2.04 -2.71
C 0.10 -2.64 -1.98
C 0.11 -4.02 -1.76
C 1.15 -4.79 -2.27
Ge -1.31 -1.49 -1.20
C -2.25 -2.48 0.24
C -3.42 -3.20 -0.03
C -4.06 -3.88 1.00
C -3.53 -3.84 2.29
C -2.38 -3.13 2.55
C -1.73 -2.44 1.53
C -2.62 -1.17 -2.66
C -3.89 -0.69 -2.34
C -4.78 -0.34 -3.35
C -4.40 -0.46 -4.69
C -3.14 -0.93 -5.01
C -2.25 -1.28 -4.00
H 2.98 -4.81 -3.38
H 2.98 -2.37 -3.76
H 1.14 -0.97 -2.84
H -0.68 -4.47 -1.17
H 1.16 -5.86 -2.09
H -3.83 -3.21 -1.03
H -4.97 -4.43 0.81
H -4.04 -4.37 3.09
H -1.98 -3.09 3.56
H -0.83 -1.87 1.73
H -4.18 -0.55 -1.31
H -5.76 0.05 -3.11
H -5.09 -0.17 -5.48
H -2.84 -1.02 -6.05
H -1.25 -1.64 -4.25
C 3.65 2.71 5.75
N 2.49 2.79 4.89
C 2.18 4.09 4.29
C 1.61 1.75 4.87
C 0.36 1.97 4.05
O 1.80 0.73 5.53
H 3.43 3.08 6.76
H 4.45 3.31 5.32
H 3.96 1.67 5.83
H 3.11 4.66 4.23
H 1.47 4.66 4.89
H 1.80 4.00 3.27
H -0.28 2.71 4.53
H -0.19 1.04 3.94
H 0.60 2.36 3.06
O -2.70 1.46 -0.46
Cl -3.04 1.46 0.97
O -3.17 2.84 1.43
O -4.30 0.74 1.18
O -1.97 0.80 1.71
```



*B*
ORCA calculation (the ωB97M-V functional and the def2-TZVPD basis) on C33H32Cl3CsGeNO12 as an isolated structure.

Computed properties:
2S+1 ... 2
Lowest unoccupied orbital energy (alpha / beta) ... 0.143 / 0.142 Eh
Expectation value of S² ... 0.754
Charge ... -2
Kohn-Sham gap (alpha / beta) ... 5.69 / 6.88 eV

Geometry as XYZ:
```
83
C33H32Cl3CsGeNO12, DFT the ωB97M-V functional and the def2-TZVPD basis
Cs -0.07 -1.73 -1.00
O -3.70 -3.68 -1.58
C -3.09 -4.11 -0.48
O -2.09 -4.80 -0.47
C -3.76 -3.62 0.80
O -3.16 -2.42 1.21
C -3.76 -1.25 0.66
C -2.92 -0.02 1.06
O -3.51 0.93 1.61
O -1.70 -0.11 0.76
H -3.17 -3.90 -2.38
H -3.57 -4.36 1.57
H -4.84 -3.50 0.65
H -4.78 -1.14 1.06
H -3.81 -1.31 -0.43
Cl 5.88 -5.56 3.21
C 4.83 -4.71 2.08
C 5.03 -4.88 0.71
C 4.23 -4.23 -0.19
Cl 4.51 -4.45 -1.89
C 3.15 -3.33 0.20
O 2.46 -2.73 -0.65
C 3.00 -3.21 1.63
C 1.97 -2.37 2.22
O 1.11 -1.73 1.65
C 3.84 -3.88 2.53
H 5.82 -5.53 0.35
H 2.00 -2.33 3.33
H 3.68 -3.74 3.59
C 4.95 2.08 -0.18
C 4.22 3.22 0.16
C 2.90 3.11 0.57
C 2.28 1.86 0.66
C 3.03 0.73 0.31
C 4.34 0.83 -0.10
Ge 0.40 1.61 1.15
C -0.47 3.33 0.83
C -0.35 3.92 -0.43
C -0.99 5.12 -0.72
C -1.77 5.75 0.25
C -1.90 5.17 1.50
C -1.26 3.97 1.79
C 0.36 1.21 3.05
C -0.85 0.98 3.71
C -0.87 0.67 5.06
C 0.31 0.56 5.78
C 1.52 0.77 5.13
C 1.54 1.10 3.78
H 5.98 2.17 -0.51
H 4.69 4.20 0.10
H 2.34 4.00 0.82
H 2.54 -0.24 0.36
H 4.89 -0.06 -0.38
H 0.23 3.43 -1.20
H -0.89 5.56 -1.70
H -2.27 6.68 0.02
H -2.52 5.64 2.25
H -1.39 3.52 2.77
H -1.79 1.03 3.15
H -1.82 0.49 5.55
H 0.29 0.31 6.83
H 2.46 0.68 5.68
H 2.50 1.26 3.29
C -0.56 0.91 -5.36
N -1.56 1.24 -4.37
C -2.94 1.01 -4.76
C -1.18 1.34 -3.06
C -2.27 1.37 -2.02
O 0.00 1.41 -2.74
H -0.72 1.52 -6.26
H -0.62 -0.15 -5.64
H 0.42 1.12 -4.95
H -3.08 1.42 -5.77
H -3.62 1.54 -4.10
H -3.19 -0.05 -4.78
H -2.91 2.25 -2.14
H -1.82 1.40 -1.03
H -2.89 0.47 -2.10
O -1.93 -1.80 -3.33
Cl -1.85 -2.75 -4.43
O -2.35 -4.04 -3.95
O -2.65 -2.30 -5.53
O -0.48 -2.89 -4.85
```



The calculated energies rank the structures as follows, beginning with the most stable: *B*, *A*.



*A*
ORCA calculation (the ωB97M-V functional and the def2-TZVPD basis) on an isolated ion of composition C3H11N3P and charge +1.

Computed properties:
2S+1 ... 1
Lowest unoccupied orbital energy ... -0.123 Eh
Charge ... +1
Kohn-Sham gap ... 10.27 eV
SMILES string ... CP(C)[NH2+]/N=C/N

Geometry as XYZ:
```
18
C3H11N3P, DFT the ωB97M-V functional and the def2-TZVPD basis
C -1.34 1.59 0.85
C 0.52 -2.41 -0.74
C 2.09 -0.24 0.08
N -1.55 0.94 -0.24
N -2.27 2.35 1.39
N -0.54 0.13 -0.74
P 0.45 -1.01 0.44
H -0.38 1.54 1.38
H 1.15 -3.18 -0.30
H 0.96 -2.14 -1.70
H -0.47 -2.84 -0.88
H 2.85 -0.86 0.53
H 2.16 0.75 0.53
H 2.30 -0.18 -0.99
H -2.13 2.83 2.26
H -3.17 2.40 0.94
H 0.35 0.77 -1.31
H -0.98 -0.42 -1.49
```



*B*
ORCA calculation (the ωB97M-V functional and the def2-TZVPD basis) on an isolated ion of composition C3H11N3P and charge +1.

Computed properties:
2S+1 ... 1
Lowest unoccupied orbital energy ... -0.114 Eh
Charge ... +1
Kohn-Sham gap ... 9.70 eV
SMILES string ... CP(C)N/[NH+]=C\N

Geometry as XYZ:
```
18
C3H11N3P, DFT the ωB97M-V functional and the def2-TZVPD basis
C -2.53 0.62 0.33
C 1.74 0.96 1.44
C 1.82 -0.99 -0.69
N -2.21 0.82 1.56
N -1.75 0.70 -0.73
N -0.36 0.60 -0.79
P 0.66 -0.16 0.49
H -3.57 0.81 0.01
H 1.22 1.89 1.96
H 2.66 1.29 0.93
H 2.12 0.36 2.41
H 1.28 -1.79 -1.18
H 2.81 -1.42 -0.16
H 2.38 -0.34 -1.44
H -2.97 1.01 2.15
H -2.32 0.68 -1.62
H -0.12 1.02 -1.68
H -1.22 0.71 1.72
```



The calculated energies rank the structures as follows, beginning with the most stable: *A*, *B*.



*A*
ORCA calculation (the ωB97M-V functional and the def2-TZVPD basis) on a single C6H6N2O2 molecule.

Computed properties:
2S+1 ... 1
Lowest unoccupied orbital energy ... 0.001 Eh
Charge ... 0
Kohn-Sham gap ... 9.90 eV
SMILES string ... O=C(NO)c1cccnc1

Geometry as XYZ:
```
16
C6H6N2O2, DFT the ωB97M-V functional and the def2-TZVPD basis
C -1.56 0.83 -0.22
C -0.14 0.52 -0.16
C 0.35 -0.76 -0.40
C 1.72 -1.10 -0.30
C 2.62 -0.03 0.00
C 0.87 1.34 0.29
H -2.03 -1.13 1.36
H -3.44 0.23 0.02
H -0.39 -1.59 -0.65
H 2.07 -2.08 -0.70
H 3.79 -0.19 -0.04
H 0.58 2.39 0.53
N -2.52 -0.15 -0.22
N 2.22 1.14 0.30
O -2.18 -1.42 0.47
O -1.97 1.99 -0.27
```



*B*
ORCA calculation (the ωB97M-V functional and the def2-TZVPD basis) on a single C6H6N2O2 molecule.

Computed properties:
2S+1 ... 1
Lowest unoccupied orbital energy ... 0.018 Eh
Charge ... 0
Kohn-Sham gap ... 9.48 eV
SMILES string ... O=NN(O)c1ccccc1

Geometry as XYZ:
```
16
C6H6N2O2, DFT the ωB97M-V functional and the def2-TZVPD basis
C 0.16 -0.07 -0.09
C 0.19 0.01 -1.51
C 0.06 1.29 -2.02
C 0.05 2.48 -1.26
C -0.07 2.31 0.08
C 0.03 1.05 0.67
H 1.58 -2.50 -0.10
H 0.17 -0.84 -2.13
H 0.05 1.38 -3.11
H -0.02 3.43 -1.74
H -0.22 3.22 0.66
H 0.15 1.05 1.78
N 0.35 -1.31 0.55
N -0.52 -1.78 1.52
O 0.68 -2.32 -0.32
O -1.06 -0.99 2.19
```



The calculated energies rank the structures as follows, beginning with the most stable: *A*, *B*.



*A*
ORCA calculation (the ωB97M-V functional and the def2-TZVPD basis) on a 3-piece molecular cluster, CH10N5 overall.

Computed properties:
2S+1 ... 1
Lowest unoccupied orbital energy ... -0.112 Eh
Charge ... +1
Kohn-Sham gap ... 9.98 eV

Geometry as XYZ:
```
16
CH10N5, DFT the ωB97M-V functional and the def2-TZVPD basis
C 0.21 -0.26 -0.89
N 0.63 -1.46 -0.94
N 2.90 -1.85 0.44
N -0.82 1.85 -0.68
N -0.47 0.66 -0.72
N -2.65 1.62 0.99
H 1.56 -1.70 -0.32
H 0.18 -2.18 -1.37
H 2.78 -1.45 1.37
H 3.42 -2.72 0.27
H 3.34 -1.09 -0.17
H -0.64 2.35 -1.55
H -1.52 2.01 0.18
H -3.49 2.00 0.71
H -2.72 1.56 2.00
H -2.72 0.66 0.70
```



*B*
ORCA calculation (the ωB97M-V functional and the def2-TZVPD basis) on CH10N5 as an isolated structure.

Computed properties:
2S+1 ... 1
Lowest unoccupied orbital energy ... -0.114 Eh
Charge ... +1
Kohn-Sham gap ... 10.87 eV

Geometry as XYZ:
```
16
CH10N5, DFT the ωB97M-V functional and the def2-TZVPD basis
C -0.22 -0.94 -0.10
N -0.22 -1.93 0.80
N 0.06 -1.82 -1.71
N -0.06 1.15 -1.16
N -0.22 0.29 -0.10
N 0.61 1.87 1.74
H -0.28 -2.84 0.40
H -0.79 -1.72 1.59
H -0.68 -2.53 -1.87
H 0.02 -1.15 -2.55
H -0.83 1.74 -1.35
H 0.42 0.83 -1.94
H -0.03 0.88 0.84
H 0.14 2.57 1.19
H 1.57 1.78 1.49
H 0.52 1.81 2.72
```



The calculated energies rank the structures as follows, beginning with the most stable: *A*, *B*.



*A*
ORCA calculation (the ωB97M-V functional and the def2-TZVPD basis) on C4H24BO20 as an isolated structure.

Computed properties:
2S+1 ... 1
Lowest unoccupied orbital energy ... 0.049 Eh
Charge ... -1
Kohn-Sham gap ... 9.07 eV

Geometry as XYZ:
```
49
C4H24BO20, DFT the ωB97M-V functional and the def2-TZVPD basis
O -34.48 1.84 0.24
C -35.21 1.07 0.85
O -34.98 0.77 2.03
B -36.11 -0.02 2.52
O -36.89 -0.28 1.28
C -36.32 0.32 0.32
O -36.77 0.42 -0.86
O -36.84 0.71 3.60
C -36.71 0.15 4.68
O -36.62 0.92 5.64
C -35.93 -1.02 4.43
O -35.67 -1.26 3.22
O -35.47 -1.79 5.30
O -34.13 -1.43 -0.55
H -34.33 -1.32 -1.47
H -34.72 -2.13 -0.20
O -35.12 3.09 4.64
H -35.91 2.56 4.95
H -34.61 2.52 4.02
O -33.13 -2.76 4.68
H -33.94 -2.29 4.89
H -32.97 -2.56 3.74
O -33.57 -0.11 7.30
H -33.62 0.23 6.43
H -32.81 -0.69 7.29
O -32.63 -2.06 2.24
H -32.97 -1.15 2.39
H -31.84 -1.87 1.76
O -32.12 0.85 -0.73
H -32.04 1.17 -1.64
H -33.03 1.21 -0.62
O -35.54 0.52 -3.27
H -35.68 -0.35 -3.54
H -36.02 0.49 -2.43
O -35.44 4.66 -0.95
H -35.35 3.70 -0.73
H -35.36 5.19 -0.18
O -34.33 -2.75 7.95
H -34.74 -2.91 7.11
H -34.16 -1.84 7.87
O -35.56 -3.17 1.03
H -35.05 -3.91 1.35
H -35.84 -2.59 1.74
O -34.84 2.18 7.89
H -35.78 2.06 7.79
H -34.56 1.24 7.80
O -32.17 0.73 2.17
H -31.65 1.51 2.38
H -32.52 1.04 1.30
```



*B*
ORCA calculation (the ωB97M-V functional and the def2-TZVPD basis) on a 13-piece molecular cluster, C4H24BO20 overall.

Computed properties:
2S+1 ... 1
Lowest unoccupied orbital energy ... 0.079 Eh
Charge ... -1
Kohn-Sham gap ... 10.18 eV

Geometry as XYZ:
```
49
C4H24BO20, DFT the ωB97M-V functional and the def2-TZVPD basis
O 1.04 -2.89 -2.77
C 0.86 -1.91 -2.12
O 0.31 -1.87 -0.91
B 0.25 -0.50 -0.41
O 0.99 0.29 -1.42
C 1.35 -0.48 -2.43
O 1.96 -0.16 -3.41
O 0.76 -0.34 0.94
C -0.12 0.28 1.70
O -0.06 0.48 2.87
C -1.34 0.62 0.80
O -1.13 0.06 -0.36
O -2.37 1.15 1.13
O 0.91 -4.18 0.81
H 0.28 -3.90 1.49
H 0.61 -3.73 0.01
O 3.43 1.00 3.13
H 3.43 1.55 3.92
H 2.50 0.84 2.94
O 4.99 -0.37 -3.74
H 4.17 -0.44 -4.23
H 4.99 -1.13 -3.16
O -1.63 3.42 2.92
H -1.77 2.85 2.15
H -2.00 4.27 2.68
O -4.43 0.60 -1.07
H -4.02 0.83 -0.22
H -3.81 -0.02 -1.47
O 0.78 -5.55 -4.39
H 1.38 -5.65 -5.13
H 1.26 -5.02 -3.74
O 1.12 3.27 3.45
H 0.16 3.43 3.33
H 1.15 2.60 4.14
O -1.61 -0.56 -3.21
H -1.17 0.21 -2.82
H -1.64 -0.35 -4.15
O -2.97 -1.18 3.43
H -3.40 -1.24 2.57
H -3.54 -0.61 3.95
O -1.04 -0.19 5.58
H -0.14 -0.54 5.53
H -1.40 -0.35 4.70
O -0.95 2.52 -2.15
H -1.59 2.92 -2.75
H -1.48 1.95 -1.58
O 1.93 2.95 -2.19
H 1.99 2.02 -1.93
H 0.99 3.03 -2.42
```



The calculated energies rank the structures as follows, beginning with the most stable: *B*, *A*.